Entry 1:
117
Properties=species:S:1:pos:R:3 method="wB97M-V/def2-TZVPD" homo_lumo_gap_ev="6.00 / 5.06" charge=-1 energy_ev=-295811.4069 s2=3.808 multiplicity=4
C 0.6496 -4.0468 5.4625
H 1.6487 -5.8134 4.7742
C 0.2362 1.1792 5.4472
Te -0.6962 -4.2481 -0.2774
C 0.1136 5.2834 -0.1897
H 1.5321 -1.8775 -3.3305
C 1.9782 0.1792 -2.8991
H 1.1383 3.4357 -1.7727
C 2.1486 4.4858 4.0987
C 3.3036 1.2789 1.6535
C 4.2938 0.6296 -2.4076
C -1.0254 4.9599 2.3120
H -1.8413 1.6560 3.3466
C 2.9849 1.0659 -2.5387
O -0.2775 1.8346 -0.1513
H 0.9169 -2.8075 1.8343
H -4.4637 0.6807 -2.5942
C 2.0718 -0.0196 4.4616
C 1.1227 1.7996 6.3107
C -0.8361 -1.6202 -6.5019
C 0.1963 -2.3829 3.7992
C 0.6015 0.0362 -5.5182
C 4.3265 2.0375 2.1991
C -2.2102 2.8278 -1.2609
H -2.2761 -2.4991 -5.1670
N 2.0284 1.5815 1.7500
C -2.9155 -1.4530 4.1496
H -1.4795 4.8297 3.2841
C -2.7459 1.6775 -1.8231
H -1.6911 3.0632 1.5771
H 0.7526 2.4987 7.0470
H -2.6576 4.8633 -0.7088
H -0.2691 6.9186 2.7555
C -4.0848 1.5996 -2.1669
Br 3.6855 -0.3542 0.7706
C 3.9543 3.1199 2.9790
C -2.2858 4.1832 -4.4370
C 0.7107 0.2641 4.5209
H 3.8244 -2.6593 -3.0148
C 4.6084 -0.7052 -2.5881
H 1.1128 4.0230 -5.0818
H -0.3562 -2.1940 5.8653
Se 0.6030 -2.1613 -0.5317
H -2.3416 5.2648 -4.5097
H 0.7375 7.1994 0.5134
H 5.0624 1.3399 -2.1289
H 2.9677 4.8206 4.7310
P -0.2979 -0.6963 3.3304
C -1.1339 3.9653 1.3594
C 2.3069 -1.1653 -3.0744
H 0.5217 5.4533 -1.1734
H 4.0096 0.3766 5.2753
C -3.8474 1.1600 3.9356
C 0.0840 4.3433 -5.2345
C -4.3845 3.8544 -1.4358
C -0.8461 3.7642 -4.1493
O -0.7777 2.3670 -4.1014
H 0.0466 5.4278 -5.1868
H 1.7431 -5.0437 2.4106
C 2.6047 3.3957 3.1839
C -1.4790 -1.7831 -5.2898
C 0.2187 6.2838 0.7647
C -0.7333 2.9128 -0.8513
C 0.8161 -3.1765 2.8470
C 0.1366 3.1449 -2.1300
C 1.2371 -4.8529 4.4964
H 4.7098 3.7351 3.4501
H -1.5573 -1.2128 -3.2419
H -4.9109 -1.9539 4.7147
H 3.1536 1.9875 6.9438
H 0.6223 2.8152 2.5540
C -4.9148 2.6849 -1.9550
C -4.2377 -1.1581 4.4299
C 0.4946 0.5577 -3.0339
Se -2.3470 -0.7183 0.4347
C 2.9543 0.6072 5.3177
C -0.5693 4.1104 0.0953
H -2.5894 3.7288 -5.3752
N 0.0719 -0.3006 1.8649
H 0.7053 -0.5707 -7.5593
H -2.1204 0.8226 -2.0278
H 1.4286 0.7291 -5.6035
C 1.3102 -4.4241 3.1827
H 1.2313 2.4009 -3.7858
H -4.2182 2.1708 3.8272
H -0.8223 1.3916 5.5106
H -2.9469 3.8385 -3.6497
C 0.1930 -0.6988 -6.6155
C 0.3130 2.0864 -3.2510
O -0.4054 4.2301 -2.8714
H 0.6151 -4.3853 6.4892
Te -3.5109 -2.1434 -1.1699
H -1.1197 -2.2210 -7.3548
Tc -0.1498 -0.0523 -0.0121
C -3.0453 3.9301 -1.0946
H -0.2521 4.0026 -6.2103
C -2.0416 -0.4282 3.8011
H -5.7404 0.3666 4.5430
C -0.0289 -0.1425 -4.2941
C 0.1158 -2.8195 5.1190
H -5.9657 2.6255 -2.1984
H 1.3450 4.1156 4.7327
C -0.3479 6.1308 2.0169
C 3.6076 -1.6061 -2.9097
H 5.3587 1.7762 2.0217
H 5.6232 -1.0445 -2.4403
C -2.5229 0.8736 3.6671
C 2.4753 1.5147 6.2493
C -1.0732 -1.0442 -4.1943
H -5.0156 4.7219 -1.2965
C 1.6839 2.6153 2.4926
O -0.1545 0.0758 -1.9397
H 2.7681 2.1104 -2.3475
H 2.4193 -0.7528 3.7427
H -2.5608 -2.4730 4.1966
H 1.7676 5.3347 3.5302
C -4.7042 0.1430 4.3296

---

Entry 2:
111
Properties=species:S:1:pos:R:3 method="wB97M-V/def2-TZVPD" homo_lumo_gap_ev=5.85 charge=+3 energy_ev=-85567.7032
H -2.8719 -2.1373 -1.0160
H 4.9202 1.1113 -1.4923
C 1.3969 6.1957 -2.2570
C -1.5628 2.9781 3.3448
C 0.0111 6.1683 -2.3758
C -5.2451 -3.0244 1.2310
H 0.8020 5.3943 3.0114
O -1.6113 0.9646 -0.0632
C -2.7778 1.9140 -2.4931
H 0.5224 2.3098 -3.2284
C 0.1273 -4.0407 1.8952
C -2.4818 2.6038 -4.7811
C -3.3099 -2.5097 -0.0955
H -4.8752 -3.9146 3.1533
C 1.8719 -5.8291 3.1202
C -0.2565 -1.2525 -1.8988
H -3.0959 -2.3781 -3.7872
C 3.9180 1.6565 2.2108
C -1.2769 -5.0233 -1.2249
C -4.4321 -3.5235 2.2435
N -0.8272 3.2058 -0.2948
H -0.4521 2.8927 -5.4282
H 1.7020 0.6045 6.8359
H -1.4288 -1.4617 -6.2882
H 0.7249 -6.8111 -3.3004
H 1.9651 6.9697 -2.7608
H -1.6090 -6.7294 -2.4852
C 3.3885 0.8606 -0.0089
H -0.1290 -3.5053 -5.7984
C 0.1674 -3.0979 -4.8282
Ta -0.2149 -0.3808 -0.0381
H 0.3899 -7.3291 2.6877
C 0.3362 4.4151 2.9607
C -1.1034 2.6134 -4.6061
C 0.4222 -6.0442 -2.5962
C -0.1966 -5.3986 1.9775
H -2.9076 2.8727 -5.7427
H 3.6673 1.7705 3.2602
C 1.5642 -2.1887 4.9008
C -0.9775 -2.1905 -4.3169
P -0.7209 -3.0122 0.6440
C 1.6197 -1.3905 6.0347
C -0.8871 -5.9986 -2.1404
H -2.3004 -5.0020 -0.8607
H -4.3948 2.2221 -3.8737
H -2.4196 -3.9168 2.8840
H -1.5385 5.0883 3.7625
H 1.6286 -1.8660 7.0085
C 1.5701 -1.5810 3.6555
C -4.6864 -2.5134 0.0633
C 3.0187 1.0641 1.3224
H 1.5273 -3.2631 5.0061
H -1.2842 0.9104 2.8996
C 1.2989 -3.6086 2.4834
H -1.8060 5.1535 -1.8197
C -0.5776 -1.6523 -3.0238
C 4.6320 1.2785 -0.4595
C -0.9760 4.2425 3.3801
H 2.7262 0.3650 -0.6988
H 1.0961 -2.5340 -4.9589
C 2.2005 -4.4859 3.0572
C 0.9642 -4.1333 -1.2458
C 1.3337 4.2555 -0.8322
H 0.3510 -3.9284 -4.1411
C -1.3958 1.9545 -2.3191
C 1.6612 -0.0056 5.9419
C 1.5673 -0.1957 3.5415
H -2.5777 2.8385 3.6981
H 3.1360 5.2669 -1.3941
H -1.7999 3.4996 -0.2579
H -6.3226 -3.0355 1.3512
C -2.4927 -3.0331 0.9172
C 5.1582 2.0797 1.7539
C 0.6553 -6.2808 2.6152
C -0.5542 2.2863 -3.3749
C -0.8288 1.8029 -0.9369
H 3.1398 -4.1197 3.4598
H -1.1059 -5.7685 1.5175
C 1.0683 3.3281 2.4864
C -1.2249 -1.0365 -5.3028
H 6.4805 2.2316 0.0663
H 1.8437 3.4981 -0.2484
P 1.3962 0.5770 1.9254
O 1.5338 -2.2514 2.4564
H 2.5660 -6.5291 3.5722
H -2.0829 -0.4365 -4.9975
C 1.3515 -5.1072 -2.1486
C -2.2703 -3.0112 -4.1270
C 2.0556 5.2409 -1.4890
H 2.0970 3.4657 2.1830
H -3.4299 1.6485 -1.6647
H -0.5039 6.9149 -2.9701
H 1.5872 1.6721 4.6233
O 0.4886 1.2938 -0.8395
H -5.3279 -2.1324 -0.7235
C -0.0430 4.2506 -0.9665
H 5.8583 2.5356 2.4459
H -2.1240 -3.8246 -3.4152
H -2.5456 -3.4413 -5.0934
H -0.3526 -0.3878 -5.3805
C -3.3197 2.2409 -3.7312
H -0.4936 3.0794 0.6617
H 2.3769 -5.1491 -2.4974
C 0.4769 2.0678 2.4225
C -0.3508 -4.0913 -0.7821
C 1.6120 0.5900 4.6966
H 1.6990 -3.4242 -0.8825
C -3.0519 -3.5265 2.0942
C -0.8344 1.8975 2.8781
C -0.7192 5.1832 -1.7306
C 5.5094 1.9003 0.4182

---

Entry 3:
125
Properties=species:S:1:pos:R:3 method="wB97M-V/def2-TZVPD" homo_lumo_gap_ev=6.23 charge=+1 energy_ev=-130049.7339
H 16.9124 13.0989 14.9732
C 11.1011 9.4703 9.3797
C 10.5393 7.4516 17.6626
H 18.0490 10.3001 10.2139
C 19.1805 10.8713 11.9984
C 9.6819 8.2784 19.9079
H 18.8419 5.0899 15.8327
H 9.4202 5.5754 17.6945
H 10.6863 12.7099 14.8132
C 10.3453 6.0422 17.3913
H 22.4145 9.7672 12.5562
H 17.9016 14.2066 5.3042
H 21.9776 8.6815 10.3726
C 16.3747 17.5072 12.9200
H 17.9389 14.5104 16.7973
H 10.5522 10.3287 18.8416
C 12.5898 5.8618 16.5414
C 21.2280 9.3082 10.8385
H 19.3044 12.9440 7.1158
S 17.8130 11.9304 12.5963
C 17.8847 13.5360 14.8171
H 20.4361 14.9196 16.6042
C 18.4745 14.2610 15.8491
F 16.6111 6.2725 9.5704
H 15.5596 10.5284 15.9057
C 12.6144 8.0003 13.3943
C 16.9156 5.8335 15.6901
C 17.8810 13.3558 8.6071
F 15.5530 5.9716 11.6217
S 16.1077 13.5382 10.7089
C 12.0698 13.7755 11.4088
C 20.0194 9.5071 10.2128
C 15.8618 14.6219 8.1078
H 8.1228 8.3180 16.8240
N 13.7761 8.2911 13.2924
C 16.3196 14.7993 6.7874
C 10.3870 8.2681 13.2916
C 11.7817 10.2452 10.2720
H 10.0861 14.8709 14.0079
C 12.5482 12.6589 12.0481
H 17.8362 11.5074 16.3067
H 16.5347 4.9676 16.2471
N 11.4301 7.4828 13.3261
N 14.0188 7.7637 16.2236
H 16.4902 18.3494 13.5916
N 14.6439 12.9530 10.4307
C 15.0551 15.6289 12.1597
H 14.1288 15.0217 12.1971
F 16.4868 8.7242 11.7929
H 10.8043 8.9751 7.3018
H 14.9014 15.0138 8.3907
H 8.9460 10.4608 18.1760
H 20.2509 13.5991 12.3829
C 19.8316 13.6701 13.4261
H 19.8644 9.1257 9.1988
N 17.4135 12.6164 11.2178
C 12.8224 11.0740 9.8674
C 20.5436 14.1692 14.5556
N 16.7982 11.0961 13.3441
C 18.8103 6.9653 14.7561
C 15.1718 16.8006 12.8981
C 12.1368 12.2433 13.3064
H 10.7092 8.5120 20.2666
O 14.7970 10.2611 15.3483
H 15.6067 15.2176 6.0938
C 16.6219 7.9779 14.5489
H 11.0207 15.6276 11.7316
C 18.3628 13.4703 7.3025
C 18.9467 10.2515 10.8013
F 17.7563 5.8510 11.4791
H 19.9120 6.9762 14.5038
H 17.3386 10.3598 17.1140
C 17.5813 14.1176 6.3745
C 14.7024 6.7110 15.7517
H 7.9961 6.9415 18.1033
C 9.5974 8.4309 18.4041
Hf 15.5515 9.4748 13.3539
H 10.2166 10.0770 17.1270
C 18.2488 5.9257 15.4384
C 10.7894 14.2580 13.4302
H 14.0020 11.6910 8.1666
N 14.4047 10.7396 12.1235
H 11.9713 9.0957 17.5309
H 14.3234 16.9892 13.5055
C 11.4322 5.2401 16.8860
C 16.1486 15.1315 11.4679
S 13.8169 11.7568 11.2450
C 9.8633 9.8756 18.1214
H 7.3734 8.5888 18.4616
C 16.7003 13.9428 9.0253
H 12.9692 10.2978 6.6274
C 17.4330 17.0403 12.2120
H 21.6480 14.2290 14.5426
C 11.7265 8.0658 17.2211
C 13.1628 11.0772 8.5303
C 11.3788 9.5624 8.0019
H 14.4808 9.3954 15.6976
O 17.0038 11.1382 16.7136
H 18.1548 15.5445 10.7845
H 18.5757 8.8534 14.0550
H 11.4820 10.1912 11.3020
H 12.4412 11.2836 13.7759
C 8.1799 8.0385 17.9196
C 11.1767 13.0615 13.9812
C 16.0842 6.8761 15.2489
C 12.4862 10.2608 7.6219
C 12.7309 7.3143 16.6277
C 21.4532 9.8958 12.0686
C 17.3682 15.8657 11.4421
H 9.1179 9.0707 20.4432
H 18.4333 12.8304 9.4259
N 9.2861 8.6932 13.4516
H 10.3395 8.7580 9.7709
B 16.6084 6.0405 10.8475
C 20.4595 10.6831 12.6216
H 20.6651 11.2367 13.5332
H 9.3353 7.2590 20.2578
H 12.4362 14.1370 10.4501
H 18.3891 17.6235 12.1593
C 11.2934 14.7095 12.2004
S 13.9106 5.1514 15.6379
C 19.8942 14.4782 15.7613
C 17.9853 8.0070 14.3932
C 18.5743 13.1582 13.6806
H 11.2001 4.2509 16.6012

---

Entry 4:
115
Properties=species:S:1:pos:R:3 method="wB97M-V/def2-TZVPD" homo_lumo_gap_ev="3.31 / 2.73" charge=-2 energy_ev=-79271.5742
N -2.2890 4.1252 3.2637
H -1.2634 1.5640 -1.8645
C -6.3930 0.0984 -7.2136
H -7.4243 0.0864 -7.3420
H 3.3213 3.6452 1.2948
H -1.5037 4.4521 -2.0577
C 4.0183 3.0202 0.6374
N 1.1213 1.0021 3.8717
H 6.0898 1.0948 -1.7672
H -2.8715 5.3798 -2.7041
C -6.3047 3.3264 -4.0681
C -3.2893 -0.2467 3.8029
C 3.1816 0.7219 2.7772
H -6.0300 0.0963 -6.2051
H -7.1837 3.6713 -3.5577
C 4.5532 1.2129 2.3696
C 4.7090 -4.6182 1.8089
H -6.5798 -3.0915 -9.2870
C 4.7943 -5.9664 2.4047
H 4.4631 -8.4688 2.3907
C -4.4927 -2.3149 -9.2965
C -4.8532 -1.0845 -8.6669
C 5.6486 0.9150 3.1913
H 6.8904 2.7549 2.6741
C 3.6235 -3.9095 1.7857
C -2.7786 -0.1261 -9.1462
C -2.5022 5.3308 3.4512
N -5.5057 -3.3235 -9.4159
C 3.9749 -6.3899 3.3856
C 0.1911 1.5040 4.7068
C -3.8425 2.4088 -4.8282
C 6.7475 1.8145 3.1661
H -5.2434 -4.1556 -10.1825
H 8.5228 2.5368 4.2356
C -2.1316 4.5388 -2.9201
C 5.0023 -8.1613 1.4749
C 5.9150 -0.4090 3.8501
H -4.3554 0.9158 -8.2975
C -1.3817 -0.2673 -0.4349
H -1.3512 3.1547 -0.1404
H 2.0438 3.6768 6.4248
H 5.8988 -8.6743 1.1014
H 2.5400 0.7248 1.8724
O -5.9965 -1.1963 -7.9543
H 2.3145 -5.4208 4.4056
C 7.9414 0.4777 4.8015
H 4.2457 -7.2193 3.7665
O -1.1281 -1.2652 3.8373
H -5.9296 0.9322 -7.7815
H -2.1301 0.6453 -8.8025
Pb 1.0242 -1.5781 3.5481
H 8.8691 0.4458 5.4647
H 5.5546 -4.6062 1.2018
C -1.3250 1.1360 -0.7318
C -4.0917 0.0624 -8.8931
H 5.2973 -1.3047 3.6132
H 4.1490 4.7411 -0.5906
H 3.4238 -3.0932 1.0820
C -6.2885 2.6403 -5.2662
H -1.5484 0.5169 5.4253
H -2.8848 -3.2940 -10.3987
H -1.3205 -1.3565 -10.3237
C -3.8015 -1.4108 3.2417
C -5.0581 2.2649 -5.7085
H -7.3090 2.3048 -5.6031
C -5.1625 -1.6826 3.3572
H 5.6258 3.6459 -2.3205
C 2.4138 -4.3899 2.5510
H -5.3449 4.5419 -2.5696
H -1.7427 2.5977 2.3970
C -4.1564 0.5884 4.5757
O 5.5920 -6.8492 1.7265
H 3.9000 2.4241 5.1988
C 2.5033 1.4076 3.9003
N -3.7362 2.2807 -6.1124
C -1.2600 1.0718 4.4937
H -1.5993 4.9309 -3.8116
H 6.3161 0.6334 0.6175
H -3.7743 1.4682 5.0965
H -1.6375 -1.6566 1.2526
C 2.8646 2.2414 4.9365
C 5.7481 1.8008 -1.0241
C 6.9300 -0.5581 4.7228
C -6.0080 -1.0047 4.2173
C -5.5288 0.3183 4.5893
C -3.9154 3.3661 -3.8131
H 4.2272 -8.0365 0.5943
C -1.7182 0.0011 3.4788
C 4.4101 3.6674 -0.5395
C -5.2287 3.7641 -3.3048
O -2.7971 3.2879 -3.1103
C 0.6144 2.1961 5.8467
C -1.3904 2.1065 0.2728
C -2.3090 -1.2502 -9.8330
H 7.2238 -1.4816 5.2658
C 4.6631 1.9431 1.1104
H -6.1107 1.0103 5.2573
C -1.5201 1.7683 1.5896
O 1.2527 -3.9338 2.3249
H -6.9239 -1.3092 4.7135
C 7.7775 1.6744 4.0888
H 1.6716 -6.6052 3.4655
C -1.4578 -0.6100 0.9205
H -0.0762 2.3294 6.6497
H -3.1007 -2.1871 2.7425
C -1.4649 0.3977 1.9645
C 5.6644 1.4412 0.2791
C 5.2950 3.0830 -1.4547
H 3.3810 -0.3311 3.1575
H -1.6329 -1.1311 -1.0575
C -3.1725 -2.3250 -10.0074
C 2.5542 -5.8573 3.4419
C 1.9029 2.7569 5.7915
H -5.6344 -2.5640 2.9525
H -1.8159 2.0309 4.5385